[1]
Density functional theory data (ωB97M-V/def2-TZVPD) for a structure of composition Cl3Pb in a non-equilibrium geometry.

```
4
Properties=species:S:1:pos:R:3:forces:R:3:lowdin_charge:R:1
Pb 0.010056 0.799968 2.522582 0.06 -1.18 -3.32 0.5423
Cl -0.059853 -0.440446 -2.368828 0.33 0.49 -0.95 -0.5111
Cl 0.833219 1.141567 -0.498067 -0.36 0.08 1.76 -0.4574
Cl -0.783421 -1.501089 0.344313 -0.04 0.61 2.50 -0.5738
```
Forces are in eV/Å.

For the HOMO energy, the calculation gives -0.107 Eh. As for the net charge: -1. For the HOMO-LUMO gap, the calculation gives 3.98 eV. The spin multiplicity is 1.

---

[2]
Density functional theory data (ωB97M-V/def2-TZVPD) for a structure of composition Cl4Hg3O16 in a non-equilibrium geometry.

```
23
Properties=species:S:1:pos:R:3:forces:R:3:lowdin_charge:R:1
Hg -18.129550 -24.394633 18.617219 0.13 -0.89 -1.23 1.3071
Hg -17.055047 -29.289694 15.732360 -0.74 1.48 -0.29 1.3828
Hg -11.838858 -24.562748 16.927460 -0.47 -1.73 1.11 1.3323
Cl -11.994906 -27.142900 19.730785 -5.11 -0.90 1.01 0.7070
O -13.450273 -26.842720 19.793694 2.11 1.15 0.06 -0.2843
O -12.053001 -28.574927 19.738991 1.96 0.48 -0.44 -0.1684
O -11.534949 -26.694607 18.390702 0.79 0.57 -2.33 -0.3947
O -11.205823 -26.503272 20.680296 0.37 0.00 0.68 -0.2130
Cl -15.329111 -26.015539 16.599484 0.46 1.47 -3.36 0.6734
O -15.985485 -25.411176 17.718962 -1.35 1.17 1.19 -0.4351
O -15.345844 -25.240969 15.373584 -0.91 -0.83 1.88 -0.2761
O -13.960423 -26.160327 16.967531 1.83 -0.53 0.60 -0.4285
O -15.945700 -27.308454 16.410436 0.06 -0.86 0.08 -0.4587
Cl -17.713693 -25.981165 11.831379 0.84 -1.15 0.41 0.7053
O -18.554584 -24.842122 11.779873 -0.43 0.44 -0.39 -0.1604
O -16.842331 -26.148684 10.703233 -0.41 0.47 0.71 -0.1753
O -16.878793 -25.704533 13.034879 -0.08 -0.28 -0.57 -0.2032
O -18.445327 -27.194518 12.047055 0.04 0.40 0.02 -0.2409
Cl -19.367147 -26.421235 15.691527 -0.62 1.78 -1.55 0.6913
O -19.025865 -25.261577 14.929833 -0.48 -0.58 0.29 -0.2472
O -18.507776 -27.491013 15.138870 1.23 -1.58 0.15 -0.4625
O -19.007895 -26.154686 17.077614 0.75 -0.13 1.98 -0.4596
O -20.705019 -26.838399 15.638311 0.03 0.05 -0.01 -0.1914
```
Forces are in eV/Å.

For the HOMO energy, the calculation gives -0.541 Eh. As for the net charge: +2. For the HOMO-LUMO gap, the calculation gives 2.34 eV. The spin multiplicity is 1.

---

[3]
Density functional theory data (ωB97M-V/def2-TZVPD) for a structure of composition Cl4Li2 in a non-equilibrium geometry.

```
6
Properties=species:S:1:pos:R:3:forces:R:3:lowdin_charge:R:1
Li -0.222515 0.133542 -0.432439 -0.72 -0.58 -0.56 0.1777
Li 1.678295 0.551223 1.759105 -1.01 -0.77 -1.07 0.5231
Cl -1.454737 -2.118995 -1.153901 0.05 -0.07 0.01 -0.7806
Cl -1.493048 1.874962 -1.381097 0.24 0.33 0.01 -0.7194
Cl 2.128761 -0.551039 -0.722831 0.29 0.68 1.04 -0.6256
Cl -0.636756 0.110307 1.931163 1.14 0.41 0.58 -0.5752
```
Forces are in eV/Å.

For the HOMO energy, the calculation gives -0.027 Eh. As for the net charge: -2. For the HOMO-LUMO gap, the calculation gives 4.60 eV. As for the energy relative to the best compared isomer or geometry (same formula, charge and spin): 29.3 kcal/mol. The spin multiplicity is 1.

---

[4]
Density functional theory data (ωB97M-V/def2-TZVPD) for a structure of composition Cl5O20Pb in a non-equilibrium geometry.

```
26
Properties=species:S:1:pos:R:3:forces:R:3:lowdin_charge:R:1
Pb 12.752785 -17.630504 -2.639596 -0.48 -0.61 2.66 1.8232
Cl 9.519446 -19.739130 -3.439986 -1.69 -3.18 3.41 0.6093
O 9.147412 -19.686883 -4.763793 0.28 1.41 -5.20 -0.3485
O 9.305707 -21.109392 -3.060561 0.61 -0.48 0.90 -0.3631
O 10.967596 -19.493706 -3.234039 0.10 1.60 -0.13 -0.5443
O 8.596563 -18.926039 -2.716040 1.32 1.11 0.73 -0.3240
Cl 13.396021 -20.851055 -0.346939 1.85 0.92 -2.77 0.6912
O 13.457655 -21.639151 -1.609874 -1.48 0.62 1.63 -0.3998
O 12.138167 -20.690381 0.316854 0.35 -2.02 0.18 -0.3123
O 14.527168 -21.363620 0.418457 -1.44 0.50 0.76 -0.3734
O 13.699730 -19.445486 -0.737992 0.57 0.67 -0.82 -0.5196
Cl 14.616677 -15.226985 0.129449 5.28 -2.47 3.03 0.5897
O 15.744299 -16.072328 -0.084018 1.94 -0.91 -1.44 -0.3939
O 13.612381 -15.794147 -0.681645 -3.69 0.00 -1.68 -0.4660
O 14.439174 -15.397956 1.555660 -2.42 1.17 0.16 -0.3660
O 15.001931 -13.906357 -0.182226 -1.31 1.77 -0.51 -0.3359
Cl 9.638224 -17.278647 0.361327 -0.35 -3.22 -2.38 0.5577
O 8.401973 -17.093747 -0.367865 -0.24 -0.97 0.80 -0.3644
O 10.692756 -17.444328 -0.588942 1.84 -1.38 -2.88 -0.4763
O 9.968504 -16.156305 1.015406 0.71 7.20 4.13 -0.3242
O 9.721193 -18.336190 1.318695 -1.45 -1.42 -0.31 -0.3397
Cl 15.282304 -14.646690 -4.303899 4.76 6.29 0.92 0.6174
O 15.299384 -13.754370 -3.131933 -0.82 -0.36 -1.75 -0.3704
O 14.831250 -14.001143 -5.522813 -1.74 -0.35 0.40 -0.3913
O 16.672298 -14.912115 -4.598425 0.17 -1.67 0.17 -0.3893
O 14.543187 -15.751582 -3.913282 -2.66 -4.25 -0.01 -0.4860
```
Forces are in eV/Å.

For the HOMO energy, the calculation gives -0.054 Eh. As for the net charge: -3. For the HOMO-LUMO gap, the calculation gives 6.82 eV. As for the energy relative to the best compared isomer or geometry (same formula, charge and spin): 74.3 kcal/mol. The spin multiplicity is 1.

---

[5]
Density functional theory data (ωB97M-V/def2-TZVPD) for a structure of composition ClCu6O12P2Pb in a non-equilibrium geometry.

```
22
Properties=species:S:1:pos:R:3:forces:R:3:lowdin_charge:R:1
Cu -2.025778 -1.793634 0.793346 -1.12 0.43 -1.38 0.6049
Cu -0.306061 -1.111650 -1.960294 -0.88 -0.61 1.67 0.5894
Cu -2.291345 1.788131 -0.648647 -1.26 -0.88 0.54 0.4898
Cu 3.877645 1.355180 0.176194 -0.44 -1.73 -0.89 0.6022
Cu 2.220897 0.487122 -2.484402 0.61 -1.10 1.50 0.6448
Cu -0.125889 5.149222 1.013403 -0.22 -0.29 -0.04 0.5908
Pb 2.229086 -0.614826 3.226147 1.20 -1.89 0.09 1.5873
P 2.718157 -1.760546 0.186070 2.78 -6.67 -7.47 0.0065
O 3.242052 -0.519086 -0.684523 -0.19 4.33 0.80 -0.4420
O 1.314852 -2.180381 -0.269812 -2.06 2.65 1.47 -0.3535
O 3.158825 -1.800387 1.690927 -1.43 2.33 2.34 -0.5502
O 3.596030 -2.815969 -0.535142 -0.31 1.28 2.11 -0.3487
P -3.987277 -0.447140 -0.760445 -1.86 0.27 -0.15 -0.1005
O -3.826606 0.808200 0.172061 1.30 1.02 -0.27 -0.3723
O -2.504728 -0.881343 -1.084258 3.09 -0.95 0.07 -0.4523
O -4.727684 -0.122460 -2.021636 0.31 0.39 -0.42 -0.2637
O -4.676769 -1.525206 0.040174 0.94 -0.57 0.75 -0.2711
Cl 0.459753 1.217364 0.637766 -3.86 -1.01 -2.36 0.7373
O 1.092657 0.651933 1.826511 0.25 1.19 -0.20 -0.6047
O -0.368782 2.356620 0.988216 1.44 0.43 0.42 -0.3379
O 1.405775 1.521001 -0.405539 0.60 0.95 0.81 -0.3737
O -0.474816 0.237857 0.103889 1.13 0.42 0.60 -0.3824
```
Forces are in eV/Å.

For the HOMO energy, the calculation gives -0.328 Eh. As for the net charge: +1. For the HOMO-LUMO gap, the calculation gives 2.11 eV. As for the energy relative to the best compared isomer or geometry (same formula, charge and spin): 0.0 kcal/mol. The spin multiplicity is 1.

---

[6]
Density functional theory data (ωB97M-V/def2-TZVPD) for a structure of composition ClCuF4N2O8S4 in a non-equilibrium geometry.

```
20
Properties=species:S:1:pos:R:3:forces:R:3:lowdin_charge:R:1
Cu -17.394291 6.014718 -21.318590 0.06 1.10 -0.15 0.2306
Cl -16.539741 8.448776 -22.239032 -0.32 -1.16 0.43 -0.5114
N -18.982906 5.075992 -22.494106 0.74 -2.06 -0.07 -0.3187
S -18.999311 3.473856 -22.809456 3.78 -2.79 3.16 0.5438
O -18.555322 2.900902 -24.040803 -0.69 1.25 -0.67 -0.2619
O -19.967890 2.740887 -22.073708 -0.58 0.30 -0.02 -0.2626
F -17.631384 3.288665 -21.923900 -0.83 0.00 -0.44 -0.2395
S -20.061329 5.557114 -23.473403 -2.92 4.35 -2.47 0.4315
O -21.330401 4.886515 -23.405285 0.47 -0.07 0.35 -0.2855
O -19.613075 5.885910 -24.792514 0.22 -0.26 0.30 -0.2786
F -20.297545 6.989877 -22.796784 -0.04 -0.63 -0.12 -0.1904
N -17.101379 5.723399 -19.028529 1.62 -3.38 -0.70 -0.3008
S -16.340681 4.322057 -18.561511 2.45 -2.30 -0.73 0.5657
O -16.383063 3.298243 -19.562889 -0.61 1.05 0.00 -0.2895
O -16.411727 3.839314 -17.194278 -0.70 1.34 -1.20 -0.2959
F -14.781398 4.777850 -18.641600 -0.84 0.27 -0.03 -0.2113
S -17.410445 6.334160 -17.642599 -2.58 3.98 2.53 0.4439
O -16.271318 6.785573 -16.897477 -0.34 -0.68 -0.02 -0.2824
O -18.552673 5.736334 -17.006148 0.86 0.07 0.15 -0.2908
F -18.031660 7.721887 -18.150788 0.24 -0.39 -0.28 -0.1963
```
Forces are in eV/Å.

For the HOMO energy, the calculation gives -0.114 Eh. As for the net charge: -2. For the HOMO-LUMO gap, the calculation gives 8.18 eV. As for the energy relative to the best compared isomer or geometry (same formula, charge and spin): 22.5 kcal/mol. The spin multiplicity is 1.

---

[7]
Density functional theory data (ωB97M-V/def2-TZVPD) for a structure of composition ClFO4Sr2 in a non-equilibrium geometry.

```
8
Properties=species:S:1:pos:R:3:forces:R:3:lowdin_charge:R:1
Sr -2.886216 1.608021 1.375673 0.62 0.38 -3.07 1.7393
Sr 2.528590 -3.344036 0.505881 -0.98 1.44 -0.53 1.9005
F -2.819718 1.997981 -0.867146 -0.31 -0.37 2.62 -0.7552
Cl 0.613142 -0.049632 -0.204240 1.72 3.46 -1.29 0.6818
O -0.577205 0.478401 0.432889 -0.26 -1.55 1.13 -0.4427
O 0.553804 0.331669 -1.560088 -0.11 -0.97 -0.15 -0.2337
O 1.784809 0.499657 0.418551 -0.33 -0.39 0.56 -0.3198
O 0.802796 -1.522059 -0.101523 -0.35 -2.00 0.73 -0.5701
```
Forces are in eV/Å.

For the HOMO energy, the calculation gives -0.586 Eh. As for the net charge: +2. For the HOMO-LUMO gap, the calculation gives 6.72 eV. As for the energy relative to the best compared isomer or geometry (same formula, charge and spin): 0.0 kcal/mol. The spin multiplicity is 1.

---

[8]
Density functional theory data (ωB97M-V/def2-TZVPD) for a cluster of 7 separate species, ClH12O6 in total.

```
19
Properties=species:S:1:pos:R:3:forces:R:3:lowdin_charge:R:1
Cl 0.552960 9.782930 12.087730 0.07 0.04 -0.04 -0.9783
O 3.096880 6.624710 8.656130 0.04 -0.26 -0.26 -0.0630
H 4.006850 6.897600 8.773280 0.17 0.08 0.04 0.0219
H 2.614340 7.102330 9.330870 -0.27 0.23 0.26 0.0339
O -4.167780 6.255500 15.294250 -0.19 0.05 0.19 -0.0574
H -4.249140 5.312800 15.149550 -0.02 -0.21 -0.02 0.0228
H -3.508350 6.539430 14.661180 0.22 0.19 -0.18 0.0344
O 1.930530 6.754470 16.752720 0.04 -0.20 0.32 -0.0621
H 2.676850 7.127830 16.283860 0.15 0.14 -0.15 0.0284
H 1.210630 6.787100 16.122720 -0.20 0.10 -0.21 0.0319
O 6.422990 10.486120 14.882090 0.19 -0.14 0.19 -0.0590
H 5.565560 10.430540 14.460240 -0.31 -0.05 -0.11 0.0341
H 6.855580 11.222780 14.450310 0.09 0.18 -0.09 0.0245
O -1.655470 13.872510 9.928650 -0.09 0.31 -0.26 -0.0660
H -2.166840 13.928900 10.735840 -0.07 -0.05 0.20 0.0256
H -1.107500 13.096420 10.045420 0.21 -0.35 0.10 0.0306
O 3.271230 14.874610 12.191490 0.18 0.26 0.16 -0.0615
H 2.720240 14.100480 12.307150 -0.22 -0.30 0.07 0.0345
H 3.463720 14.894290 11.254050 0.01 -0.01 -0.21 0.0245
```
Forces are in eV/Å.

For the HOMO energy, the calculation gives -0.157 Eh. As for the net charge: -1. For the HOMO-LUMO gap, the calculation gives 7.13 eV. As for the energy relative to the best compared isomer or geometry (same formula, charge and spin): 45.5 kcal/mol. The spin multiplicity is 1.

---

[9]
Density functional theory data (ωB97M-V/def2-TZVPD) for a cluster of 9 separate species, ClH16O12 in total in a non-equilibrium geometry.

```
29
Properties=species:S:1:pos:R:3:forces:R:3:lowdin_charge:R:1
Cl 25.617000 -20.342000 -0.906000 -2.81 0.36 -1.21 0.8208
O 24.561000 -19.303000 -0.738000 1.32 -1.57 -0.33 -0.3564
O 26.651000 -20.027000 0.061000 0.66 -0.42 -1.17 -0.3418
O 25.072000 -21.682000 -0.585000 1.15 1.89 -0.71 -0.3177
O 26.049000 -20.265000 -2.346000 0.43 -0.20 3.29 -0.3311
O 22.788000 -21.296000 1.291000 -0.50 -0.83 0.33 -0.0619
H 23.685000 -21.294000 0.975000 0.72 0.41 -0.11 -0.0325
H 22.524000 -22.173000 0.966000 -0.39 0.51 0.02 0.0364
O 22.271000 -19.333000 -2.557000 0.59 0.67 -2.03 -0.0547
H 22.955000 -19.169000 -3.257000 -1.00 -0.54 0.68 0.0724
H 22.733000 -19.009000 -1.796000 0.26 0.09 1.11 -0.0004
O 24.021000 -16.269000 -1.267000 -0.26 1.19 -0.55 -0.0460
H 24.237000 -17.155000 -1.517000 0.47 -1.11 0.00 -0.0231
H 24.097000 -15.792000 -2.112000 -0.07 -0.12 0.56 0.0479
O 23.820000 -17.770000 1.648000 -0.56 0.08 -1.80 -0.0960
H 23.630000 -18.067000 0.705000 0.47 0.51 2.07 0.0286
H 24.309000 -18.499000 2.038000 0.00 -0.49 0.01 -0.0266
O 22.390000 -21.846000 -1.599000 -1.27 -0.70 -0.22 -0.0683
H 23.307000 -21.786000 -1.401000 1.13 -0.15 0.30 -0.0513
H 22.244000 -21.066000 -2.145000 -0.19 0.16 -0.09 -0.0177
O 24.410000 -21.327000 -4.071000 -0.71 -0.29 -0.71 -0.0681
H 24.609000 -20.903000 -4.912000 0.19 -0.02 0.24 0.0305
H 25.052000 -21.023000 -3.418000 0.17 0.12 -0.16 -0.0468
O 25.673000 -19.872000 2.570000 -0.11 -0.21 -0.45 -0.0672
H 25.952000 -19.978000 1.631000 -0.06 0.08 0.90 -0.0094
H 26.200000 -19.142000 2.893000 0.23 0.20 0.10 0.0400
O 27.411000 -17.478000 -0.953000 -0.14 -1.26 0.36 -0.0952
H 26.894000 -17.233000 -0.169000 0.06 0.05 -0.35 0.0319
H 27.370000 -18.473000 -0.912000 0.22 1.59 -0.08 0.0039
```
Forces are in eV/Å.

For the HOMO energy, the calculation gives -0.256 Eh. As for the net charge: -1. For the HOMO-LUMO gap, the calculation gives 9.85 eV. As for the energy relative to the best compared isomer or geometry (same formula, charge and spin): 21.9 kcal/mol. The spin multiplicity is 1.

---

[10]
Density functional theory data (ωB97M-V/def2-TZVPD) for a cluster of 9 separate species, ClH16O8 in total in a non-equilibrium geometry.

```
25
Properties=species:S:1:pos:R:3:forces:R:3:lowdin_charge:R:1
Cl 0.162981 0.272707 0.010954 0.15 0.00 0.10 0.1284
O -1.173393 -1.562905 2.779859 -0.45 -0.29 0.38 -0.0550
H -0.477011 -1.395703 3.414939 0.44 -0.06 0.10 0.0449
H -0.807889 -1.277932 1.942341 0.36 0.00 -0.60 -0.0220
O -1.795054 2.567227 -1.269672 -0.15 0.65 -0.33 -0.0867
H -1.244570 1.864260 -0.924647 0.32 -0.37 0.29 -0.1077
H -2.612040 2.496559 -0.775933 -0.20 -0.14 0.05 0.0267
O 1.557352 2.682063 -1.835664 0.38 0.52 -0.19 -0.0843
H 1.168060 2.117210 -1.168117 -0.23 -0.27 0.42 -0.0841
H 0.993498 2.572429 -2.601361 -0.17 -0.01 -0.11 0.0264
O -2.499487 0.776808 2.504797 -0.69 0.90 0.05 -0.0855
H -1.895159 1.193813 1.890687 0.22 0.08 -0.23 -0.0146
H -2.073527 -0.048082 2.737895 0.17 -0.62 0.14 -0.0418
O 1.820361 -2.672745 -0.048171 0.25 -0.62 0.14 -0.0843
H 1.650288 -1.743276 0.104699 -0.27 0.37 -0.03 -0.0767
H 1.566009 -2.816517 -0.959693 -0.01 0.11 -0.23 0.0215
O 1.839087 -0.930257 2.470555 0.16 -0.24 0.72 -0.0902
H 2.740967 -0.929812 2.149846 0.20 -0.07 -0.05 0.0343
H 1.343559 -0.468807 1.793996 -0.34 0.48 -0.50 -0.1158
O -2.287525 -0.537405 -1.803709 -0.68 -0.16 -0.63 -0.1021
H -1.464103 -0.252643 -1.407348 0.51 0.10 0.38 -0.1211
H -2.498933 -1.356431 -1.355664 0.01 -0.14 0.17 0.0206
O 2.385692 -0.181326 -2.532487 0.49 -0.37 -0.37 -0.0774
H 1.834382 -0.418115 -3.278287 -0.15 -0.04 -0.14 0.0262
H 1.766455 0.048881 -1.839814 -0.34 0.19 0.47 -0.0798
```
Forces are in eV/Å.

For the HOMO energy, the calculation gives -0.265 Eh. As for the net charge: -1. For the HOMO-LUMO gap, the calculation gives 10.47 eV. As for the energy relative to the best compared isomer or geometry (same formula, charge and spin): 6.4 kcal/mol. The spin multiplicity is 1.